[1]
Molecular formula: C9H16F20Na4O11P4
Method: DFT, ωB97M-V with the def2-TZVPD basis set

Each line ends with the natural charge from an NBO analysis.
Element x y z (Å)
1 Na 2.01216 1.51534 -4.37601  0.981
2 Na -0.71656 4.70259 -1.61904  0.969
3 Na -1.51218 -1.95989 -2.68746  0.981
4 Na -4.98365 0.61980 -4.10533  0.961
5 P 2.56714 3.11545 -1.77578  2.589
6 F 1.81267 3.83295 -3.02348  -0.611
7 F 1.45743 3.66778 -0.70553  -0.585
8 F 1.60334 1.83580 -2.14087  -0.631
9 F 3.27575 2.02385 -0.77412  -0.567
10 F 3.56110 2.63427 -2.97508  -0.620
11 F 3.55000 4.38210 -1.37631  -0.553
12 P -2.64847 5.54058 0.62226  2.582
13 F -4.24386 5.25797 0.56780  -0.582
14 F -2.72485 5.79438 -0.99612  -0.617
15 F -2.94634 7.04115 1.10852  -0.558
16 F -1.02663 5.80679 0.63440  -0.596
17 F -2.49140 5.00917 2.23439  -0.591
18 F -2.44998 3.94785 0.22309  -0.619
19 P -4.99295 -2.32295 -2.86305  2.583
20 F -5.82342 -2.88605 -1.57793  -0.569
21 F -4.09864 -1.22277 -2.01366  -0.603
22 F -3.82951 -3.43685 -2.66915  -0.593
23 F -4.20173 -1.76296 -4.20948  -0.622
24 F -5.94338 -3.20442 -3.83175  -0.572
25 F -6.17094 -1.20251 -3.00795  -0.598
26 O -0.24221 1.66818 -4.14593  -1.183
27 P -1.58186 1.61618 -3.46857  2.590
28 O -2.93522 1.62546 -4.23547  -1.181
29 F -1.69053 2.86340 -2.35023  -0.592
30 F -1.56675 0.24778 -2.57452  -0.603
31 C -1.82260 3.44872 -7.04396  -0.105
32 C -3.15658 2.93156 -7.44592  -0.096
33 O -3.87514 4.03175 -6.95713  -0.494
34 C -3.32006 4.59436 -5.86527  0.974
35 O -3.78037 5.38014 -5.04707  -0.563
36 O -1.99958 4.10732 -5.77749  -0.507
37 H -1.37139 4.21991 -7.66828  0.192
38 H -1.09164 2.65508 -6.88923  0.196
39 H -3.34821 2.01656 -6.88541  0.190
40 H -3.36278 2.74881 -8.50052  0.217
41 C -1.29184 0.84346 1.14115  -0.279
42 O -2.21010 -0.16606 1.56497  -0.481
43 C -2.23620 -1.38733 0.76718  1.034
44 O -1.61335 -1.69295 -0.26889  -0.726
45 O -3.31775 -2.09949 1.27036  -0.482
46 C -3.56276 -3.43124 0.71477  -0.282
47 H -1.47483 1.21875 0.13428  0.184
48 H -0.23251 0.64207 1.30038  0.189
49 H -1.40304 1.75146 1.73382  0.232
50 H -2.71011 -4.08397 0.90185  0.180
51 H -3.54707 -3.43554 -0.37511  0.199
52 H -4.47822 -4.00529 0.85798  0.232
53 C -9.32218 2.84331 -3.26819  -0.257
54 O -8.27527 3.41939 -2.59775  -0.481
55 C -7.01672 2.98048 -2.72483  1.021
56 O -6.71652 1.84729 -3.13999  -0.733
57 O -6.24639 3.98502 -2.39773  -0.448
58 C -4.87219 3.79449 -2.36910  -0.285
59 H -9.74153 1.93330 -2.83908  0.191
60 H -9.19163 2.74022 -4.34542  0.184
61 H -10.14028 3.54503 -3.10570  0.199
62 H -4.19103 4.62573 -2.18693  0.245
63 H -4.46290 3.40057 -3.29937  0.176
64 H -4.58612 3.10841 -1.57189  0.194

The LUMO energy comes out at -1.7221 eV. For the energy, the calculation gives -5193.19213 a.u. The molar mass is 896.0 g/mol. The calculation puts the HOMO energy at -11.271 eV. The value obtained for the orbital gap is 9.55 eV.

---

[2]
Molecular formula: C20H50N5S
Method: DFT, ωB97M-V with the def2-TZVPD basis set

Each line ends with the Löwdin charge.
Element x y z (Å)
1 N -2.17776 3.76524 -3.36607  -0.002
2 C -2.42798 2.37717 -3.72293  -0.252
3 C -2.24670 1.27080 -2.63710  -0.172
4 C -1.62513 1.71031 -1.31409  -0.200
5 C -0.09855 1.77772 -1.38738  -0.151
6 C 0.52154 2.00288 -0.01802  -0.261
7 C 0.87041 0.70947 0.70084  -0.208
8 N 1.32379 0.90946 2.07561  -0.486
9 S 0.14385 0.50492 3.29742  0.857
10 C 1.81637 2.27467 2.35055  -0.255
11 C 2.52074 2.96954 1.18448  -0.069
12 N 1.85487 2.70477 -0.14727  0.093
13 H -2.77591 4.10220 -2.62261  0.070
14 H -1.21279 3.95873 -3.13280  0.050
15 H -1.78410 2.13650 -4.57062  0.094
16 H -3.45416 2.32802 -4.08747  0.111
17 H -1.59578 0.49360 -3.05013  0.083
18 H -3.20080 0.77787 -2.44935  0.111
19 H -2.01620 2.67610 -0.98313  0.110
20 H -1.90072 0.98784 -0.53918  0.115
21 H 0.27787 0.83592 -1.80349  0.124
22 H 0.21150 2.57205 -2.07666  0.117
23 H -0.12021 2.63421 0.60077  0.167
24 H 0.02247 0.02682 0.67052  0.113
25 H 1.66862 0.21678 0.12480  0.138
26 H -0.93224 0.40699 2.49989  -0.125
27 H 2.55294 2.21044 3.15259  0.128
28 H 1.00503 2.91145 2.71825  0.097
29 H 2.47020 4.04132 1.36208  0.137
30 H 3.56923 2.69679 1.09154  0.137
31 H 1.77551 3.55955 -0.69869  0.183
32 H 2.44224 2.06978 -0.69332  0.181
33 C 1.83076 -1.00856 -8.87213  -0.085
34 C 1.68189 -1.33919 -7.39614  -0.269
35 N 1.40176 -0.16998 -6.57410  -0.201
36 C 1.54318 -0.41972 -5.15438  -0.258
37 C 0.56697 -1.40174 -4.49066  -0.084
38 C 0.24874 0.62286 -6.97463  -0.244
39 C -1.11942 -0.07016 -7.00988  -0.078
40 H 2.58708 -0.23716 -9.02090  0.082
41 H 2.13693 -1.90084 -9.41824  0.076
42 H 0.89568 -0.66362 -9.31409  0.067
43 H 2.62286 -1.76079 -7.03190  0.118
44 H 0.92652 -2.13258 -7.28432  0.103
45 H 1.47912 0.54912 -4.64288  0.098
46 H 2.56263 -0.78302 -4.99133  0.109
47 H -0.42657 -0.96746 -4.38349  0.034
48 H 0.92367 -1.67074 -3.49259  0.066
49 H 0.46998 -2.32622 -5.05925  0.072
50 H 0.45477 1.03715 -7.96249  0.103
51 H 0.20300 1.48642 -6.30302  0.103
52 H -1.06409 -1.05406 -7.47719  0.071
53 H -1.82753 0.52612 -7.58727  0.076
54 H -1.53751 -0.19725 -6.01124  0.045
55 C -2.35964 -1.57116 9.08830  -0.089
56 C -1.34133 -2.58905 8.60015  -0.272
57 N -1.27396 -2.67961 7.15020  -0.202
58 C -0.53483 -3.83597 6.67208  -0.249
59 C 0.96687 -3.90715 6.97176  -0.084
60 C -1.02762 -1.43175 6.45264  -0.260
61 C 0.24683 -0.64978 6.80080  -0.101
62 H -3.34323 -1.77522 8.66336  0.081
63 H -2.43719 -1.62118 10.17458  0.075
64 H -2.07864 -0.54908 8.83049  0.063
65 H -1.63069 -3.57887 8.96259  0.119
66 H -0.36658 -2.36715 9.06285  0.103
67 H -0.68826 -3.90300 5.59096  0.110
68 H -1.01578 -4.71954 7.10090  0.111
69 H 1.54278 -3.21696 6.35562  0.053
70 H 1.33432 -4.91378 6.76523  0.071
71 H 1.18136 -3.68940 8.01866  0.068
72 H -1.88645 -0.77665 6.62003  0.102
73 H -1.03196 -1.65819 5.38139  0.094
74 H 0.40893 -0.59387 7.87786  0.070
75 H 0.15959 0.37562 6.43336  0.048
76 H 1.13691 -1.08674 6.34923  0.052

The LUMO energy comes out at -3.2468 eV. For the energy, the calculation gives -1463.67961 a.u. The molar mass is 392.7 g/mol. The calculation puts the HOMO energy at -9.651 eV. The value obtained for the orbital gap is 6.40 eV. As for the net charge: +1.

---

[3]
Molecular formula: C2H2NO4S
Method: DFT, ωB97M-V with the def2-TZVPD basis set

Each line ends with the natural charge from an NBO analysis.
Element x y z (Å)
1 C 1.79938 0.46464 0.22458  0.000
2 C 0.94099 -0.55965 -0.57373  0.688
3 N 0.96477 1.34120 0.55470  -0.734
4 O 0.12764 -1.18936 0.18976  -0.741
5 O 1.05483 -0.76904 -1.78261  -0.651
6 O -2.27015 -2.06345 0.54786  -0.975
7 O -1.97863 0.34501 -0.25968  -1.018
8 S -1.65001 -1.11304 -0.42320  1.671
9 H -0.16924 1.36218 0.37433  0.402
10 H 1.18042 2.18152 1.14798  0.357

The LUMO energy comes out at 3.9055 eV. For the energy, the calculation gives -831.32351 a.u. The molar mass is 136.1 g/mol. The calculation puts the HOMO energy at -4.750 eV. The value obtained for the orbital gap is 8.66 eV. As for the net charge: -1.

---

[4]
Molecular formula: C14H22BrI2N5OSSe3TeW
Method: DFT, ωB97M-V with the def2-TZVPD basis set

Each line ends with the natural charge from an NBO analysis.
Element x y z (Å)
1 W -0.78046 0.05956 0.94843  0.392
2 N -0.89490 2.52239 0.54146  -0.597
3 N -1.78225 3.33422 1.26576  -0.426
4 C -2.56766 2.77215 2.18738  0.323
5 N -3.38816 3.54128 2.88426  -0.728
6 S -2.53131 1.08541 2.42710  0.026
7 H 0.05986 2.79484 0.76478  0.409
8 H -1.03125 2.71328 -0.44769  0.404
9 H -1.75325 4.33055 1.10294  0.416
10 H -3.43207 4.54250 2.77454  0.423
11 H -3.97419 3.12407 3.58953  0.442
12 Se 1.07336 0.37395 2.35301  0.114
13 Se 1.26186 -0.96662 4.29610  -0.102
14 Te -1.10709 -1.64929 4.64019  0.325
15 Se -1.76842 -1.76926 2.18101  -0.172
16 Br 3.26634 -1.11503 -3.04581  0.117
17 C 3.88452 0.04617 -1.69534  -0.189
18 C 5.23714 0.03016 -1.37844  -0.199
19 C 5.73523 0.88189 -0.40581  -0.163
20 C 4.89429 1.76386 0.25584  -0.186
21 C 3.54371 1.79340 -0.05341  -0.272
22 C 3.05011 0.92903 -1.01913  -0.067
23 I 0.99768 0.99661 -1.47253  0.347
24 H 5.89423 -0.64808 -1.90473  0.252
25 H 6.79109 0.86066 -0.17334  0.247
26 H 5.28559 2.43596 1.00700  0.243
27 H 2.88908 2.49031 0.45127  0.221
28 C 1.42018 -3.26168 1.01454  -0.654
29 C 1.34317 -2.20538 -0.06142  -0.063
30 O -0.01781 -1.65896 -0.21310  -0.600
31 C -0.86508 -2.56307 -0.98983  -0.060
32 C -0.79426 -2.24877 -2.46616  -0.642
33 H 2.41427 -3.70998 0.98459  0.248
34 H 0.69570 -4.06097 0.86337  0.224
35 H 1.26717 -2.83748 2.00460  0.228
36 H 1.62656 -2.58668 -1.04229  0.212
37 H 1.97738 -1.35431 0.17179  0.202
38 H -1.87254 -2.47663 -0.59098  0.197
39 H -0.52182 -3.57500 -0.78524  0.214
40 H -1.18389 -1.25675 -2.69057  0.206
41 H -1.39282 -2.98010 -3.01026  0.248
42 H 0.22874 -2.31517 -2.83818  0.228
43 I -4.77942 1.44105 -3.82798  0.292
44 C -3.95082 0.61908 -2.13478  -0.292
45 C -4.55361 -0.22191 -1.21391  0.006
46 N -3.63307 -0.52749 -0.29583  -0.306
47 N -2.45164 0.07272 -0.54251  -0.374
48 C -2.64786 0.76929 -1.66994  -0.047
49 H -5.55645 -0.61457 -1.16792  0.264
50 H -3.75565 -1.04519 0.56463  0.448
51 H -1.84953 1.32400 -2.13698  0.222

The LUMO energy (spin up / spin down) comes out at -6.9279 / -6.9261 eV. For the energy, the calculation gives -12002.19189 a.u. The molar mass is 1190.5 g/mol. The calculation puts the HOMO energy (spin up / spin down) at -12.600 / -12.600 eV. The value obtained for the orbital gap (spin up / spin down) is 5.67 / 5.67 eV. As for the net charge: +2.